Density functional theory data (wB97M-V/def2-TZVPD) for 5 unconnected molecules or ions with the total composition C36H73NO3.

The value obtained for the calculated total energy is -46150.59204 eV.

Last column: Mulliken charge in e.
Atoms and positions in Å:
C -0.16140 4.61672 3.17483  -1.3192
C 0.40100 5.32352 1.97082  0.6460
C 1.29304 4.68800 1.11507  -1.3268
C 1.81377 5.35652 0.02100  -0.8323
C 1.48873 6.67888 -0.28488  -0.0968
C 2.07738 7.34561 -1.52709  1.2511
C 3.36738 6.65282 -1.98557  -1.7307
C 2.34261 8.84920 -1.36626  -1.2924
C 0.58031 7.29554 0.57191  0.4320
O 0.12763 8.56418 0.29410  -0.4599
C 0.05730 9.47685 1.37394  -0.7212
N 0.55154 10.76317 0.93462  -0.2549
C 1.90290 10.99660 1.11401  0.5913
O 2.60821 10.48439 1.94576  -0.5610
O 2.32890 11.95258 0.25215  -0.4767
C 0.04228 6.62560 1.67111  0.0176
H -0.85706 5.26932 3.70077  0.1656
H -0.68533 3.70657 2.88709  0.3674
H 0.63611 4.36343 3.87377  0.3864
H 1.57507 3.65791 1.29669  0.6403
H 2.48458 4.80217 -0.61903  0.3136
H 1.35431 7.20548 -2.33726  0.2494
H 4.05622 6.50889 -1.15052  0.4301
H 3.87247 7.25910 -2.73473  0.4037
H 3.18250 5.67074 -2.41905  0.3449
H 1.43555 9.42933 -1.51179  0.2338
H 3.04090 9.17547 -2.13740  0.4902
H 2.76387 9.07012 -0.38535  0.2494
H 0.63868 9.14015 2.22890  0.5456
H -0.98416 9.59739 1.67500  0.2142
H 0.30922 10.92119 -0.03627  0.3190
H 3.29407 11.90913 0.26788  0.3653
H -0.67414 7.13740 2.30102  0.4245
C -0.73043 5.14721 7.24333  -1.1120
C -2.14463 5.10918 6.67189  -0.1257
C -3.23370 5.31525 7.72336  -0.8567
C -3.27687 4.24922 8.81946  -0.7615
C -3.45617 2.81807 8.31529  -0.3485
C -4.76567 2.59569 7.56451  -1.1880
H -0.56577 4.34920 7.96867  0.2944
H 0.01236 5.02577 6.45338  0.2980
H -0.53611 6.10090 7.73819  0.3058
H -2.30139 4.16236 6.14727  0.2361
H -2.24214 5.89384 5.91637  0.2703
H -4.20464 5.36603 7.22319  0.3397
H -3.08969 6.29251 8.19475  0.3993
H -4.09696 4.48902 9.50348  0.3842
H -2.36346 4.30231 9.41798  0.3172
H -3.41855 2.14195 9.17321  0.3580
H -2.61573 2.53854 7.67398  0.2492
H -5.62208 2.83266 8.19923  0.2983
H -4.86281 1.55623 7.24876  0.3733
H -4.82885 3.21625 6.66942  0.2788
C 1.87240 1.58751 -1.62126  -0.9692
C 1.49043 0.22091 -1.05965  0.0848
C 2.21901 -0.12730 0.23768  -0.7165
C 3.74174 -0.21383 0.11732  -0.7762
C 4.24142 -1.21427 -0.92319  -0.3583
C 3.82439 -2.65216 -0.63145  -0.9701
H 2.93168 1.63944 -1.87786  0.2935
H 1.30471 1.80223 -2.52765  0.4754
H 1.65366 2.37471 -0.89651  -0.0815
H 1.67371 -0.55023 -1.81326  -0.1537
H 0.41476 0.20428 -0.86623  0.3848
H 1.82737 -1.07365 0.62060  0.3754
H 1.97342 0.62482 0.99495  0.3048
H 4.15209 -0.48337 1.09555  0.3944
H 4.14905 0.77389 -0.11569  0.3209
H 5.33227 -1.15888 -0.96362  0.3629
H 3.88768 -0.92794 -1.91789  0.2109
H 4.20027 -2.97979 0.34003  0.4145
H 4.22198 -3.32908 -1.38985  0.2681
H 2.73868 -2.76128 -0.63190  0.1156
C 1.12221 -8.07912 -4.83024  -0.7950
C 0.93742 -6.64169 -5.30756  -0.3580
C 2.17919 -5.77156 -5.12011  -0.9584
C 2.62861 -5.60072 -3.66798  -0.6248
C 1.57104 -5.01605 -2.73351  -0.3367
C 1.12735 -3.60894 -3.12224  -1.2299
H 1.33184 -8.12643 -3.76062  0.2830
H 0.21722 -8.66111 -5.01237  -0.0468
H 1.94371 -8.56302 -5.36245  0.3661
H 0.08366 -6.19302 -4.79189  0.2115
H 0.67857 -6.65028 -6.36947  0.4255
H 1.99516 -4.78973 -5.56479  0.3310
H 3.00589 -6.20702 -5.69028  0.4093
H 3.51116 -4.95278 -3.65219  0.3236
H 2.95869 -6.56452 -3.27083  0.3663
H 1.98140 -4.98942 -1.72059  0.3233
H 0.69972 -5.67532 -2.68951  0.3399
H 1.97858 -2.92371 -3.13124  0.1869
H 0.39654 -3.22410 -2.40879  0.3568
H 0.66396 -3.58608 -4.10962  0.4239
C -5.70994 -10.56961 -2.03698  -1.1912
C -5.16301 -11.30600 -3.25616  -0.3509
C -3.66380 -11.58985 -3.17540  -0.7359
C -2.77781 -10.34554 -3.09526  -0.6490
C -2.94729 -9.36183 -4.25167  -0.2425
C -2.58647 -9.95198 -5.61186  -1.3150
H -5.24884 -9.58821 -1.91683  0.2832
H -6.78595 -10.41417 -2.12574  0.3746
H -5.53024 -11.14161 -1.12434  0.2937
H -5.38803 -10.73313 -4.15994  0.2308
H -5.68963 -12.25775 -3.36285  0.3733
H -3.37001 -12.19373 -4.03824  0.3043
H -3.46854 -12.21155 -2.29593  0.3767
H -1.73189 -10.66632 -3.05491  0.3497
H -2.96601 -9.82202 -2.15395  0.3256
H -2.31014 -8.49316 -4.06294  0.2228
H -3.97284 -8.98375 -4.27894  0.3292
H -1.55110 -10.29958 -5.62181  0.2602
H -2.69479 -9.20280 -6.39752  0.3466
H -3.22746 -10.79493 -5.87356  0.4154